# 1
# C7H10N

An isolated ion of composition C7H10N and charge +1 at a distorted geometry (ωB97M-V/def2-TZVPD, the Open Molecules 2025 dataset).

Last column: Mulliken charge in e.
Atoms and positions in Å:
C  -1.146  1.011  0.253  -0.453
C  0.015  1.495  0.642  -0.469
C  -1.485  -0.366  -0.107  0.898
C  1.565  -0.251  -0.104  0.317
C  1.297  0.796  0.718  -0.265
C  -2.993  -0.757  -0.069  -1.126
C  2.406  -1.098  -0.827  -1.072
N  -0.590  -1.164  -0.447  -0.530
H  -1.962  1.658  0.179  0.414
H  0.090  2.486  0.896  0.486
H  2.113  1.576  0.936  0.419
H  1.157  0.101  1.532  0.267
H  -3.431  -0.097  -0.812  0.354
H  -3.258  -0.553  0.932  0.368
H  -3.104  -1.846  -0.283  0.323
H  1.792  -1.443  -1.671  0.353
H  2.321  -2.187  -0.539  0.327
H  3.430  -0.932  -1.066  0.389

Output
**Highest occupied orbital energy (alpha / beta)**: -13.67 / -13.64 eV
**Spin multiplicity**: 1
**Charge**: +1
**LUMO level (alpha / beta)**: -5.6 / -5.1 eV
**Frontier orbital gap (alpha / beta)**: 8.0872 / 8.4977 eV

=====

# 2
# C2H5NP2

C2H5NP2 as an isolated structure at a distorted geometry (ωB97M-V/def2-TZVPD, the Open Molecules 2025 dataset).

Last column: Mulliken charge in e.
Atoms and positions in Å:
C  -1.904  -0.450  -0.227  -0.254
C  2.267  0.574  0.101  -0.614
N  1.229  -0.112  -0.382  -0.322
P  -3.604  -0.462  0.103  -0.061
P  -1.072  0.902  0.373  0.023
H  -1.269  -1.119  -0.743  0.400
H  3.249  0.019  0.115  0.300
H  2.360  0.865  1.232  0.255
H  2.680  1.537  -0.425  0.259
H  -3.937  -1.754  -0.148  0.013

Output
**Highest occupied orbital energy (alpha / beta)**: -7.82 / -7.97 eV
**Spin multiplicity**: 3
**LUMO level (alpha / beta)**: -0.6 / -1.6 eV
**Frontier orbital gap (alpha / beta)**: 7.1839 / 6.3545 eV

=====

# 3
# C3H12N2O2

A 3-piece molecular cluster, C3H12N2O2 overall at a distorted geometry (ωB97M-V/def2-TZVPD, the Open Molecules 2025 dataset).

Last column: Mulliken charge in e.
Atoms and positions in Å:
C  0.897  -0.159  1.880  -1.390
C  -0.026  -0.644  0.860  0.738
N  -1.369  -0.246  0.943  -0.522
C  0.351  -1.375  -0.259  -0.442
N  -0.430  -2.449  -0.856  -0.524
H  1.885  -0.750  1.731  0.291
H  0.783  0.904  2.073  0.360
H  0.367  -0.565  2.811  0.431
H  -1.494  -0.073  2.057  0.263
H  -2.092  -0.946  0.585  0.225
H  1.275  -1.001  -0.751  0.151
H  -0.190  -2.528  -1.857  0.273
H  -1.405  -2.181  -0.782  0.174
O  3.389  1.537  -1.308  -0.640
H  4.175  1.218  -0.902  0.317
H  2.684  1.355  -0.704  0.313
O  -2.898  2.440  -0.875  -0.658
H  -2.398  1.610  -1.019  0.317
H  -2.258  3.081  -1.277  0.322

Output
**SMILES string**: C/C(N)=C/N.O.O
**Highest occupied orbital energy**: -7.16 eV
**Spin multiplicity**: 1
**LUMO level**: 0.6 eV
**Frontier orbital gap**: 7.7072 eV

=====

# 4
# C2H3OP

A 2-piece molecular cluster, C2H3OP overall at a distorted geometry (ωB97M-V/def2-TZVPD, the Open Molecules 2025 dataset).

Last column: Mulliken charge in e.
Atoms and positions in Å:
C  0.992  -0.259  -0.737  -0.163
C  0.837  -0.069  0.570  -0.154
O  -1.990  0.079  -0.250  -0.787
P  -0.017  -1.532  0.091  0.205
H  1.349  0.137  -1.735  0.329
H  0.931  0.587  1.477  0.339
H  -2.792  -0.315  -0.568  0.230

Output
**Highest occupied orbital energy (alpha / beta)**: -8.83 / -8.83 eV
**Spin multiplicity**: 1
**LUMO level (alpha / beta)**: -0.6 / -0.6 eV
**Frontier orbital gap (alpha / beta)**: 8.1966 / 8.2004 eV

=====

# 5
# C5H9NO

A 2-piece molecular cluster, C5H9NO overall at a distorted geometry (ωB97M-V/def2-TZVPD, the Open Molecules 2025 dataset).

Last column: Mulliken charge in e.
Atoms and positions in Å:
C  -0.190  -1.350  0.150  -0.633
C  -1.358  -0.732  -0.043  0.765
C  -1.556  0.556  -0.810  -1.054
C  -2.535  -1.380  0.482  0.095
N  -3.474  -1.934  0.875  -0.446
H  -0.122  -2.262  0.735  0.311
H  0.725  -0.949  -0.260  0.067
H  -2.457  1.077  -0.474  0.345
H  -0.696  1.215  -0.667  0.265
H  -1.673  0.354  -1.881  0.276
C  2.479  0.839  0.067  -0.663
O  1.194  1.085  0.590  -0.423
H  2.985  1.776  -0.189  0.259
H  2.342  0.260  -0.853  0.278
H  3.122  0.254  0.736  0.305
H  1.214  1.190  1.543  0.253

Output
**SMILES string**: C=C(C)C#N.CO
**Highest occupied orbital energy**: -9.75 eV
**Spin multiplicity**: 1
**LUMO level**: 0.6 eV
**Frontier orbital gap**: 10.3179 eV

=====

# 6
# C14H16O

A 2-piece molecular cluster, C14H16O overall at a distorted geometry (ωB97M-V/def2-TZVPD, the Open Molecules 2025 dataset).

Last column: Mulliken charge in e.
Atoms and positions in Å:
C  -1.033  3.921  -2.733  -1.286
C  -0.466  2.541  -2.472  0.868
C  -0.682  1.947  -1.217  -0.785
C  0.025  0.810  -0.860  -0.205
C  0.896  0.293  -1.842  0.639
O  1.782  -0.725  -1.558  -0.511
C  0.769  0.658  -3.184  -0.553
C  0.279  1.909  -3.466  -0.603
H  -1.998  4.012  -2.224  0.378
H  -1.272  4.033  -3.799  0.336
H  -0.366  4.779  -2.571  0.249
H  -1.311  2.578  -0.594  0.305
H  0.110  0.449  0.165  0.190
H  1.741  -0.814  -0.604  0.255
H  1.278  -0.036  -3.857  0.355
H  0.466  2.300  -4.447  0.356
C  -1.246  -0.531  3.539  -1.641
C  -0.365  -1.416  2.715  0.960
C  -1.051  -2.283  1.850  -0.497
C  -0.293  -3.172  1.116  -0.299
C  1.083  -3.255  1.262  -0.562
C  1.776  -2.348  2.081  -0.353
C  0.997  -1.542  2.936  -0.522
H  -1.950  -0.010  2.871  0.356
H  -0.754  0.320  4.020  0.376
H  -1.727  -1.120  4.313  0.368
H  -2.126  -2.329  1.752  0.411
H  -0.783  -3.834  0.404  0.345
H  1.766  -3.922  0.758  0.333
H  2.856  -2.270  2.031  0.429
H  1.598  -0.943  3.618  0.307

Output
**SMILES string**: Cc1ccc(O)cc1.Cc1ccccc1
**Highest occupied orbital energy**: -8.08 eV
**Spin multiplicity**: 1
**LUMO level**: 0.8 eV
**Frontier orbital gap**: 8.9189 eV

=====

The highest spin multiplicity belongs to which entry? C2H5NP2

=====

Among the records above, which one has the highest spin multiplicity? C2H5NP2

=====

Among the records above, which one has the highest spin multiplicity? C2H5NP2